a:
# C2H25O11

A 11-piece molecular cluster, C2H25O11 overall (the ωB97M-V functional and the def2-TZVPD basis, OMol25).

HOMO-LUMO gap in Ha: 0.1325
HOMO level in eV: -1.91
Net charge: -1

Each line ends with the Mulliken charge.
CARTESIAN COORDINATES (ANGSTROEM)
1 O 1.75 2.07 -0.37  -0.4326
2 H 1.32 1.22 -0.48  0.1405
3 H 1.18 2.83 0.05  0.4703
4 H 1.97 2.10 -1.47  0.5291
5 C 0.10 -0.41 -0.09  -0.1749
6 O -0.29 0.52 -1.10  -0.6428
7 H 0.99 -0.91 -0.35  0.4546
8 H -0.79 -0.97 -0.27  -0.1667
9 H 0.30 0.23 0.78  -0.0480
10 C 1.40 2.06 3.33  -0.4879
11 O 2.33 2.16 4.48  -0.9472
12 H 1.81 1.39 2.74  0.2852
13 H 1.45 3.21 3.06  0.1105
14 H 0.50 2.00 3.90  0.1383
15 O 1.10 0.17 -3.43  -0.7220
16 H 0.61 0.01 -2.67  0.3138
17 H 1.19 -0.86 -3.63  0.3332
18 O -1.71 1.91 -3.21  -0.6782
19 H -2.62 2.52 -3.16  0.3079
20 H -1.52 1.45 -2.41  0.3413
21 O -1.65 -1.45 -2.35  -0.7913
22 H -2.29 -0.75 -2.83  0.3681
23 H -1.10 -0.94 -1.91  0.3123
24 O 0.07 -0.99 3.17  -0.6872
25 H -0.40 -1.79 2.65  0.4382
26 H -0.09 -0.09 2.61  0.3079
27 O 3.47 -2.15 -1.45  -0.6081
28 H 3.67 -2.35 -0.52  0.3134
29 H 4.27 -2.05 -1.96  0.2993
30 O -3.21 -1.96 -0.14  -0.7274
31 H -2.56 -2.01 -0.88  0.3403
32 H -2.48 -2.09 0.49  0.4310
33 O -1.56 2.18 0.86  -0.6944
34 H -1.19 1.49 0.23  0.3508
35 H -1.83 1.65 1.59  0.3100
36 O -1.42 -2.77 1.69  -0.7208
37 H -1.83 -3.50 2.13  0.2636
38 H -0.96 -3.12 0.91  0.3701



b:
# C2H25O11

A 11-piece molecular cluster, C2H25O11 overall (the ωB97M-V functional and the def2-TZVPD basis, OMol25).

HOMO-LUMO gap in Ha: 0.3146
HOMO level in eV: -5.55
Net charge: -1

Each line ends with the Mulliken charge.
CARTESIAN COORDINATES (ANGSTROEM)
1 C 1.75 1.07 0.56  -1.0928
2 C 0.42 0.69 1.27  0.5339
3 O 0.00 -0.42 0.45  -0.4999
4 H 2.31 1.81 1.08  0.5253
5 H 1.70 1.49 -0.47  0.1086
6 H 2.47 0.28 0.64  0.2148
7 H -0.38 1.39 1.25  -0.2375
8 H 0.50 0.45 2.31  0.1712
9 O -2.52 -0.56 0.14  -0.8588
10 H -2.59 -0.69 -0.79  0.3302
11 H -1.57 -0.59 0.34  0.4677
12 O 3.75 -0.36 -1.73  -0.6332
13 H 3.87 0.24 -1.03  0.2926
14 H 4.14 0.08 -2.48  0.2982
15 O -2.08 3.17 0.85  -0.7469
16 H -2.69 2.98 1.58  0.3320
17 H -1.42 2.50 0.68  0.1615
18 O 0.92 2.23 -2.79  -0.6083
19 H 0.50 1.79 -2.05  0.3635
20 H 0.46 2.99 -3.05  0.2563
21 O -0.02 -3.10 -0.85  -0.8115
22 H 0.25 -2.18 -0.84  0.3534
23 H -0.73 -3.14 -1.50  0.2822
24 O 0.90 -0.70 -2.00  -0.7116
25 H 0.52 -0.42 -1.17  0.3265
26 H 1.84 -0.63 -1.86  0.5497
27 O -2.26 -0.19 3.52  -0.6685
28 H -2.03 -1.04 3.89  0.3100
29 H -1.48 0.16 3.09  0.3180
30 O -2.25 -3.10 0.80  -0.7728
31 H -2.24 -2.18 0.56  0.3549
32 H -1.41 -3.38 0.38  0.4122
33 O -1.94 2.10 -1.58  -0.6901
34 H -1.96 2.66 -0.82  0.3190
35 H -2.10 1.19 -1.31  0.2608
36 O 2.14 -2.18 0.91  -0.7660
37 H 1.52 -1.47 0.75  0.3006
38 H 1.68 -2.93 1.29  0.2552



Quick ranking, most stable first: b, a.



a:
# C20H29B2Cl2F4N10O5SSeZr

C20H29B2Cl2F4N10O5SSeZr as an isolated structure (the ωB97M-V functional and the def2-TZVPD basis, OMol25).

HOMO-LUMO gap in Ha: 0.2249
HOMO level in eV: -10.51
Net charge: +1

Each line ends with the Mulliken charge.
CARTESIAN COORDINATES (ANGSTROEM)
1 Zr -0.23 0.29 -0.75  -1.3630
2 C -4.02 1.65 1.39  -1.9847
3 C -2.94 1.35 0.42  0.3414
4 N -1.68 1.31 0.69  1.3775
5 O -1.30 1.46 1.98  -0.5828
6 B -0.16 2.44 2.10  0.7799
7 F 0.11 2.62 3.42  -0.3340
8 F -0.52 3.60 1.41  -0.3892
9 O 1.10 1.88 1.46  -0.7335
10 N 1.04 1.86 0.10  1.7568
11 C 1.39 2.89 -0.58  0.9181
12 C 1.98 4.13 -0.04  -2.1945
13 C 1.11 2.73 -2.05  0.3325
14 N 0.36 1.72 -2.28  1.0538
15 O -0.07 1.42 -3.54  -0.7303
16 B -1.58 1.64 -3.61  1.0155
17 F -1.94 1.75 -4.90  -0.2949
18 F -1.88 2.77 -2.83  -0.4099
19 O -2.29 0.44 -3.00  -0.6459
20 N -2.28 0.47 -1.62  0.8413
21 C -3.20 1.15 -1.03  0.8202
22 C -4.38 1.75 -1.69  -2.1051
23 C 1.64 3.66 -3.08  -1.7570
24 H -3.63 1.65 2.40  0.3990
25 H -4.44 2.64 1.17  0.4991
26 H -4.83 0.92 1.29  0.3934
27 H 2.25 4.00 1.00  0.3650
28 H 2.86 4.42 -0.63  0.5704
29 H 1.24 4.93 -0.10  0.3534
30 H -4.45 1.43 -2.73  0.3803
31 H -5.29 1.50 -1.16  0.5590
32 H -4.27 2.84 -1.67  0.3596
33 H 2.73 3.57 -3.11  0.2748
34 H 1.23 3.40 -4.05  0.4150
35 H 1.38 4.69 -2.82  0.4118
36 N 2.36 -0.82 1.54  0.0771
37 N 2.65 -0.37 2.84  -0.5491
38 C 1.73 -0.29 3.83  0.5321
39 N 2.15 0.39 4.92  -0.4713
40 S 0.24 -1.04 3.82  -0.3771
41 H 2.88 -1.68 1.39  0.3278
42 H 2.73 -0.14 0.89  0.0580
43 H 3.50 0.16 2.95  0.2217
44 H 2.91 1.05 4.85  0.2030
45 H 1.45 0.57 5.62  0.2373
46 Cl -0.71 -1.84 -2.50  -0.0373
47 C 0.79 -2.71 -2.34  1.6441
48 C 0.86 -4.02 -2.73  -0.8769
49 C 2.07 -4.69 -2.60  -0.5408
50 C 3.15 -4.04 -2.05  -0.7342
51 C 3.06 -2.72 -1.64  0.8782
52 Cl 4.46 -2.06 -0.84  -0.1434
53 C 1.87 -1.99 -1.80  -1.7628
54 N 1.61 -0.65 -1.47  0.8310
55 H -0.01 -4.51 -3.15  0.4992
56 H 2.16 -5.72 -2.92  0.4307
57 H 4.09 -4.55 -1.91  0.4548
58 C -3.00 -1.61 1.93  -0.8910
59 N -1.92 -2.59 1.86  0.3876
60 C -1.93 -3.69 2.83  -1.0757
61 C -0.86 -2.35 1.12  0.1831
62 C 0.23 -3.37 1.06  -1.0663
63 O -0.83 -1.32 0.37  -0.1499
64 H -3.91 -2.11 2.23  0.5177
65 H -3.14 -1.17 0.95  0.1094
66 H -2.75 -0.83 2.65  0.3445
67 H -2.77 -3.56 3.49  0.4335
68 H -1.02 -3.67 3.43  0.3921
69 H -2.01 -4.65 2.33  0.3115
70 H -0.19 -4.34 0.80  0.5271
71 H 0.71 -3.44 2.03  0.4088
72 H 0.96 -3.08 0.31  -0.4007
73 Se 5.08 1.55 -2.29  -0.0083
74 C 3.65 0.67 -1.88  0.2439
75 N 2.65 0.21 -1.43  -0.8623



b:
# C20H29B2Cl2F4N10O5SSeZr

C20H29B2Cl2F4N10O5SSeZr as an isolated structure (the ωB97M-V functional and the def2-TZVPD basis, OMol25).

HOMO-LUMO gap in Ha: 0.2487
HOMO level in eV: -11.06
Net charge: +1

Each line ends with the Mulliken charge.
CARTESIAN COORDINATES (ANGSTROEM)
1 Zr -0.63 0.52 0.22  -0.4095
2 C -2.30 -3.42 1.90  -2.0283
3 C -1.88 -2.03 1.61  0.4458
4 N -0.89 -1.69 0.87  0.8790
5 O -0.15 -2.68 0.28  -0.8909
6 B 1.33 -2.60 0.68  0.5695
7 F 1.94 -3.65 0.07  -0.3096
8 F 1.41 -2.56 2.06  -0.4066
9 O 1.99 -1.35 0.12  -0.3851
10 N 1.49 -0.22 0.70  1.4575
11 C 2.18 0.35 1.62  0.9644
12 C 3.54 -0.08 2.03  -2.1890
13 C 1.49 1.50 2.29  0.4305
14 N 0.22 1.49 2.13  0.5323
15 O -0.48 2.49 2.69  -0.5780
16 B -1.80 2.01 3.28  0.5877
17 F -1.53 0.99 4.18  -0.3695
18 F -2.43 3.09 3.78  -0.3212
19 O -2.70 1.44 2.19  -0.6596
20 N -2.23 0.26 1.72  1.7955
21 C -2.65 -0.86 2.17  0.2210
22 C -3.68 -1.02 3.22  -2.2236
23 C 2.18 2.52 3.12  -1.6492
24 H -1.56 -4.12 1.52  0.4361
25 H -2.44 -3.56 2.97  0.4645
26 H -3.26 -3.62 1.41  0.3393
27 H 3.84 -0.97 1.49  0.3263
28 H 4.26 0.73 1.85  0.4771
29 H 3.55 -0.28 3.10  0.4153
30 H -4.26 -0.11 3.30  0.3981
31 H -4.33 -1.87 3.00  0.5468
32 H -3.18 -1.20 4.17  0.3613
33 H 3.23 2.28 3.28  0.4862
34 H 2.10 3.49 2.62  0.3134
35 H 1.66 2.62 4.07  0.3771
36 N 0.17 -0.69 -1.70  0.7747
37 N -0.33 -0.68 -3.02  -0.7281
38 C -1.12 0.24 -3.53  0.7650
39 N -1.12 0.40 -4.86  -0.4617
40 S -2.11 1.33 -2.63  -0.1709
41 H 1.18 -0.50 -1.82  0.2924
42 H 0.09 -1.65 -1.35  0.4290
43 H 0.22 -1.24 -3.66  0.2638
44 H -0.33 0.12 -5.42  0.2075
45 H -1.84 0.94 -5.29  0.2413
46 Cl -4.09 2.77 -0.16  -0.1303
47 C -4.56 1.11 -0.34  1.2393
48 C -5.83 0.72 0.05  -0.5885
49 C -6.23 -0.59 -0.13  -0.6069
50 C -5.37 -1.51 -0.72  -0.6429
51 C -4.10 -1.10 -1.09  1.1603
52 Cl -3.08 -2.23 -1.92  -0.1732
53 C -3.65 0.20 -0.87  -2.0261
54 N -2.31 0.60 -1.14  0.1810
55 H -6.51 1.45 0.48  0.4924
56 H -7.22 -0.90 0.16  0.4307
57 H -5.68 -2.53 -0.91  0.5101
58 C 3.69 1.93 -1.45  -0.7517
59 N 4.40 0.72 -1.87  0.3886
60 C 5.85 0.72 -1.70  -1.1450
61 C 3.76 -0.22 -2.57  0.8785
62 C 4.57 -1.38 -3.09  -1.6448
63 O 2.54 -0.16 -2.78  -0.8457
64 H 3.95 2.78 -2.09  0.5069
65 H 3.97 2.18 -0.43  0.3302
66 H 2.62 1.76 -1.52  -0.2107
67 H 6.10 1.42 -0.91  0.3587
68 H 6.36 1.04 -2.61  0.3332
69 H 6.21 -0.26 -1.41  0.3891
70 H 5.40 -1.04 -3.71  0.4112
71 H 3.92 -2.01 -3.68  0.3666
72 H 4.98 -1.97 -2.27  0.3961
73 Se 0.95 4.76 -1.95  -0.0709
74 C 0.42 3.31 -1.16  0.5030
75 N 0.09 2.31 -0.63  -1.0568



c:
# C20H29B2Cl2F4N10O5SSeZr

C20H29B2Cl2F4N10O5SSeZr as an isolated structure (the ωB97M-V functional and the def2-TZVPD basis, OMol25).

HOMO-LUMO gap in Ha: 0.2443
HOMO level in eV: -10.94
Net charge: +1

Each line ends with the Mulliken charge.
CARTESIAN COORDINATES (ANGSTROEM)
1 Zr 0.43 -0.59 0.11  -1.0192
2 C 3.69 0.34 -2.92  -1.7950
3 C 2.80 -0.19 -1.87  0.3246
4 N 1.86 0.48 -1.32  1.2802
5 O 1.64 1.77 -1.72  -0.8975
6 B 1.56 2.74 -0.52  0.6978
7 F 1.52 3.97 -1.09  -0.3036
8 F 2.63 2.47 0.32  -0.3762
9 O 0.27 2.59 0.25  -0.5926
10 N 0.26 1.46 1.03  2.0293
11 C 0.48 1.60 2.28  0.3738
12 C 0.58 2.90 2.98  -2.1205
13 C 0.83 0.35 3.00  0.6119
14 N 1.27 -0.58 2.22  0.6407
15 O 1.74 -1.70 2.76  -0.5780
16 B 2.90 -2.30 1.98  0.5756
17 F 3.84 -1.30 1.76  -0.3692
18 F 3.31 -3.38 2.67  -0.3307
19 O 2.44 -2.80 0.61  -0.6785
20 N 2.23 -1.78 -0.26  1.6994
21 C 3.08 -1.51 -1.17  0.3837
22 C 4.37 -2.21 -1.36  -2.2827
23 C 0.91 0.20 4.48  -1.6685
24 H 3.55 1.41 -3.03  0.4086
25 H 4.73 0.12 -2.69  0.4616
26 H 3.46 -0.15 -3.88  0.2702
27 H 0.57 3.72 2.26  0.3577
28 H -0.25 3.01 3.68  0.4215
29 H 1.50 2.93 3.56  0.4890
30 H 4.36 -3.16 -0.84  0.4236
31 H 4.59 -2.35 -2.42  0.5052
32 H 5.16 -1.58 -0.93  0.4426
33 H 0.75 1.15 4.99  0.4835
34 H 0.15 -0.51 4.82  0.3023
35 H 1.88 -0.22 4.74  0.3888
36 N -1.01 0.87 -1.27  0.2462
37 N -1.93 0.56 -2.28  -0.7947
38 C -2.57 -0.58 -2.41  0.7130
39 N -3.69 -0.64 -3.12  -0.4651
40 S -2.05 -2.01 -1.61  -0.1646
41 H -1.54 1.44 -0.60  0.4225
42 H -0.27 1.42 -1.70  0.4876
43 H -2.25 1.34 -2.84  0.2774
44 H -4.24 0.18 -3.31  0.2093
45 H -4.07 -1.54 -3.37  0.2513
46 Cl -0.33 -4.57 -0.53  -0.1385
47 C 0.49 -4.03 -1.95  1.3202
48 C 1.28 -4.91 -2.67  -0.5910
49 C 1.90 -4.48 -3.84  -0.5738
50 C 1.71 -3.18 -4.29  -0.6701
51 C 0.91 -2.32 -3.56  0.9854
52 Cl 0.67 -0.69 -4.14  -0.1293
53 C 0.30 -2.70 -2.36  -2.1244
54 N -0.40 -1.77 -1.55  0.3853
55 H 1.40 -5.93 -2.32  0.4901
56 H 2.52 -5.16 -4.40  0.4356
57 H 2.16 -2.84 -5.21  0.5075
58 C -3.08 1.22 2.94  -0.3228
59 N -3.61 2.39 2.27  0.3049
60 C -4.34 3.35 3.10  -1.1095
61 C -3.57 2.49 0.94  0.8158
62 C -4.17 3.73 0.32  -1.5748
63 O -3.06 1.61 0.22  -0.7539
64 H -3.88 0.55 3.27  0.5020
65 H -2.51 1.53 3.82  0.3561
66 H -2.44 0.68 2.25  -0.6835
67 H -4.13 3.14 4.14  0.3642
68 H -5.42 3.28 2.95  0.3425
69 H -4.03 4.37 2.89  0.3734
70 H -5.22 3.84 0.59  0.4073
71 H -4.08 3.66 -0.76  0.3286
72 H -3.65 4.62 0.67  0.3844
73 Se -3.55 -2.61 2.38  -0.0592
74 C -2.16 -1.85 1.68  0.5435
75 N -1.20 -1.35 1.20  -0.8582



Quick ranking, most stable first: b, c, a.



a:
# CCl2N2O2

A 2-piece molecular cluster, CCl2N2O2 overall (the ωB97M-V functional and the def2-TZVPD basis, OMol25).

HOMO-LUMO gap in Ha: 0.3095
HOMO level in eV: -9.39
Net charge: 0

Each line ends with the Mulliken charge.
CARTESIAN COORDINATES (ANGSTROEM)
1 C 1.13 -0.43 -1.38  0.1140
2 N -0.91 0.53 -0.29  -0.2158
3 N -1.39 0.02 0.66  1.0282
4 O -2.15 -0.53 1.35  -0.5591
5 O 0.01 0.17 0.83  -0.2682
6 Cl 1.62 -1.93 -0.91  -0.0117
7 Cl 2.38 0.43 -2.23  -0.0874



b:
# CCl2N2O2

CCl2N2O2 as an isolated structure (the ωB97M-V functional and the def2-TZVPD basis, OMol25).

HOMO-LUMO gap in Ha: 0.3040
HOMO level in eV: -9.22
Net charge: 0

Each line ends with the Mulliken charge.
CARTESIAN COORDINATES (ANGSTROEM)
1 C 0.73 0.21 1.64  0.0572
2 N -0.44 -0.83 -0.38  -0.1874
3 N -1.25 -0.46 -1.17  0.9770
4 O -2.27 -0.18 -1.61  -0.5240
5 O 0.08 0.14 -1.30  -0.2862
6 Cl 0.91 1.72 1.11  0.0229
7 Cl 2.23 -0.61 1.71  -0.0594



Quick ranking, most stable first: a, b.



a:
# C4H6

One molecule with the formula C4H6 (the ωB97M-V functional and the def2-TZVPD basis, OMol25).

HOMO-LUMO gap in Ha: 0.3561
HOMO level in eV: -8.64
Net charge: 0
SMILES: C=C=CC

Each line ends with the Mulliken charge.
CARTESIAN COORDINATES (ANGSTROEM)
1 C -1.44 0.65 -1.26  -0.6749
2 C -0.29 0.33 -0.75  0.0678
3 C 0.79 0.17 -0.04  -0.1395
4 C 0.69 -0.67 1.20  -0.9396
5 H -1.34 1.71 -1.43  0.2248
6 H -2.16 0.07 -1.80  0.2883
7 H 1.76 0.51 -0.40  0.3139
8 H 1.20 -1.61 1.00  0.2483
9 H -0.36 -0.92 1.39  0.3065
10 H 1.14 -0.23 2.10  0.3044



b:
# C4H6

One molecule with the formula C4H6 (the ωB97M-V functional and the def2-TZVPD basis, OMol25).

HOMO-LUMO gap in Ha: 0.4077
HOMO level in eV: -9.97
Net charge: 0
SMILES: C#CCC

Each line ends with the Mulliken charge.
CARTESIAN COORDINATES (ANGSTROEM)
1 C -2.28 -0.23 0.01  0.1081
2 C -1.16 0.22 0.02  -0.3948
3 C 0.22 0.70 0.00  -0.4679
4 C 1.24 -0.46 0.00  -1.0734
5 H -3.28 -0.60 -0.03  0.3987
6 H 0.41 1.35 0.87  0.2491
7 H 0.38 1.33 -0.87  0.2546
8 H 1.11 -1.09 0.88  0.3030
9 H 1.07 -1.10 -0.86  0.3115
10 H 2.29 -0.11 0.00  0.3110



Quick ranking, most stable first: b, a.